Entry 1:
32
Properties=species:S:1:pos:R:3 method="wB97M-V/def2-TZVPD" e_tot_ha=-746.70321 multiplicity=1 de_lowest_ev=5.875 lumo_energy_ha="-0.05740 / -0.07962" homo_lumo_gap_ha="0.26091 / 0.23796"
O 5.96 1.94 -0.95
O 5.09 2.46 1.00
O 3.22 -1.56 0.42
O 1.48 0.43 0.70
N 5.08 1.92 -0.10
C -0.83 0.61 -1.00
C -2.34 0.88 -0.89
C -0.34 -0.65 -0.30
C -0.83 -0.64 1.14
C -2.22 -0.20 1.33
C 1.87 -1.82 0.55
C 1.79 -0.27 -1.56
C -2.95 0.46 0.42
C 1.27 -0.50 -0.14
C -4.39 0.79 0.69
H -4.87 1.30 -0.15
H -0.55 0.62 -2.06
H -4.50 1.44 1.58
H -2.89 0.37 -1.70
H 1.62 -1.86 1.63
H 2.82 -0.63 -1.57
H 1.15 -0.78 -2.29
H 1.79 0.81 -1.67
H -2.65 -0.42 2.31
H -0.64 -1.61 1.62
H -2.49 1.96 -1.05
H -0.29 1.42 -0.49
H -0.14 0.12 1.60
H -0.55 -1.55 -0.90
H 3.75 -2.20 0.91
H 1.55 -2.73 -0.01
H -4.96 -0.12 0.91


Entry 2:
30
Properties=species:S:1:pos:R:3 method="wB97M-V/def2-TZVPD" smiles=CSN(c1ccccc1)[Si](C)(C)C e_tot_ha=-1133.61854 multiplicity=1 de_lowest_ev=0.378 lumo_energy_ha=0.01326 homo_lumo_gap_ha=0.30519
S 1.33 1.26 -1.76
Si 1.02 -1.39 -0.03
N 0.21 0.09 -0.54
C -1.15 2.96 1.42
C -2.01 2.27 2.29
C 1.60 -1.24 1.75
C -0.61 0.81 0.37
C 0.29 1.48 -3.21
C -1.53 0.18 1.17
C -2.30 0.95 2.04
C 2.06 -2.06 -1.55
C -0.53 2.26 0.39
C -0.31 -2.69 -0.26
H -0.41 2.23 -2.93
H -1.12 -2.13 -0.66
H -3.09 0.45 2.65
H 0.66 -1.71 2.17
H -1.05 4.00 1.66
H 1.11 1.95 -3.77
H 2.90 -1.47 -1.90
H -0.23 -3.43 -0.93
H 2.29 -3.11 -1.53
H 2.52 -1.67 2.16
H -2.48 2.85 3.13
H 0.07 0.48 -3.37
H -1.64 -0.89 1.01
H 0.19 2.81 -0.30
H 1.53 -0.25 2.16
H -0.59 -3.07 0.72
H 1.25 -1.91 -2.33


Entry 3:
36
Properties=species:S:1:pos:R:3 method="wB97M-V/def2-TZVPD" e_tot_ha=-2735.50065 multiplicity=1 de_lowest_ev=0.000 lumo_energy_ha=-0.16750 total_charge=+1 homo_lumo_gap_ha=0.22466
Pd 0.01 -0.12 0.43
S -0.13 -0.61 7.59
S 0.67 -1.62 1.91
S 0.48 -1.73 4.92
S -0.63 1.25 2.08
S -0.72 0.94 5.13
O 1.62 -0.24 -1.43
O -0.62 1.37 -1.02
O -0.48 -1.95 -1.07
C -1.55 -2.21 -1.98
C 0.79 -2.44 -1.51
C -0.19 -0.49 5.99
C -0.31 0.34 3.53
C 0.04 1.36 -2.29
C 1.51 -1.38 -2.29
C 0.69 2.49 2.14
C -2.03 1.61 -1.16
C 1.49 1.02 -2.07
C 0.23 -0.88 3.43
H 2.51 -1.73 -2.58
H 0.67 -3.35 -2.10
H 0.55 3.09 3.04
H 1.95 1.75 -1.40
H -0.46 0.63 -2.94
H 1.35 -2.69 -0.61
H -0.05 2.35 -2.75
H 0.97 -1.11 -3.20
H 1.66 2.00 2.15
H 2.04 1.04 -3.02
H -1.65 -3.28 -2.13
H -2.47 1.60 -0.17
H -1.37 -1.72 -2.95
H -2.49 0.83 -1.77
H 0.58 3.12 1.26
H -2.19 2.58 -1.62
H -2.46 -1.82 -1.54